The following is a DFT calculation (ωB97M-V/def2-TZVPD) of C8H22AsF8N3NiO6S2 as an isolated structure at a distorted geometry.

Structure (XYZ):
```
51
Properties=species:S:1:pos:R:3:mulliken_spin:R:1
Ni -0.0697 -0.1211 0.1257 1.757
As 1.3439 -0.8083 -3.5349 0.009
F 0.9338 0.7953 -4.0582 0.001
F 1.8992 -1.2694 -5.0908 0.000
F 1.7134 -2.3634 -2.8746 0.001
F 0.7229 -0.3477 -1.9256 0.004
F -0.2270 -1.3592 -3.9588 0.001
F 2.9098 -0.2230 -3.0808 0.001
N -1.9030 -0.8004 -0.3015 0.019
S -2.5108 -1.9917 -1.1554 0.003
O -3.0957 -1.6461 -2.4003 0.005
O -3.1097 -3.0364 -0.3946 0.004
F -1.1121 -2.6239 -1.5985 -0.001
S -3.4038 -0.0672 0.0581 0.003
O -3.9985 -0.6467 1.2088 0.003
O -4.1990 0.4571 -0.9810 0.004
F -2.7162 1.2503 0.6604 0.001
C 3.1957 2.6618 -0.3809 0.005
C 1.7890 2.2020 -0.0138 -0.005
C 0.7369 2.5395 -1.0485 0.002
O -0.4720 1.8163 -0.8782 0.024
C -1.3023 2.0086 -2.0400 0.003
N 1.7436 0.7729 0.4312 0.061
H 3.4241 2.3668 -1.4084 0.000
H 3.9736 2.2931 0.2871 0.000
H 3.2334 3.7501 -0.3138 0.000
H 1.5958 2.7732 0.9038 -0.001
H 1.1905 2.3215 -2.0230 0.000
H 0.5235 3.6115 -1.0011 0.002
H -1.7337 3.0092 -1.9957 0.001
H -2.1346 1.3096 -2.0481 -0.001
H -0.7151 1.7919 -2.9292 0.000
H 2.2138 0.7898 1.3320 -0.002
H 2.4253 0.2918 -0.1624 -0.003
C 0.4701 -3.2791 2.9913 0.005
C -0.2211 -2.2524 2.1072 -0.005
C -0.6267 -0.9936 2.8839 0.001
O -0.6120 0.1817 2.0758 0.023
C -0.8914 1.3857 2.7539 0.003
N 0.6227 -1.9123 0.9230 0.074
H 1.2924 -2.7947 3.5264 0.000
H 0.8942 -4.0865 2.3926 0.000
H -0.2077 -3.7479 3.7034 0.001
H -1.1255 -2.7046 1.6961 -0.001
H -0.1397 -0.8672 3.8575 0.000
H -1.6783 -1.1172 3.1769 0.000
H -0.9827 2.2051 2.0447 0.003
H -0.1687 1.6168 3.5396 0.001
H -1.8929 1.3695 3.1986 0.000
H 0.8534 -2.7466 0.3836 -0.002
H 1.5485 -1.7645 1.3368 -0.002
```

## Properties
- Electronic energy: -6273.22888 hartree
- Maximum force: 5.5 eV Å⁻¹
- ΔE to the lowest compared entry with this formula, charge and spin: 160.5 kJ/mol
- LUMO (spin up / spin down): -0.66 / -0.67 eV
- HOMO level (spin up / spin down): -10.4 / -10.4 eV
- Spin multiplicity: 3